C38H62F2O33 | the ωB97M-V functional and the def2-TZVPD basis

XYZ file:
```
135
Properties=species:S:1:pos:R:3:mulliken_charge:R:1
C 1.101 -8.697 2.286 -0.371
C 0.205 -7.690 1.569 -0.078
O -0.138 -8.565 0.516 -0.319
C -0.009 -9.862 0.853 0.671
O -0.518 -10.830 0.294 -0.577
O 0.715 -9.997 1.956 -0.300
H 0.991 -8.613 3.367 0.304
H 2.108 -8.430 1.967 0.245
H 0.818 -6.840 1.270 0.291
H -0.520 -7.282 2.274 0.130
C 2.007 -3.217 6.425 -0.160
C 1.042 -4.406 6.445 -0.224
O 1.825 -5.562 6.329 -0.290
C 3.108 -5.213 6.200 0.644
O 4.055 -5.950 5.871 -0.581
O 3.241 -3.892 6.423 -0.323
H 1.967 -2.486 7.233 0.276
H 1.688 -2.601 5.584 0.170
H 0.354 -4.252 5.613 0.248
H 0.461 -4.423 7.367 0.243
C 0.254 8.069 -2.201 -0.227
C 0.321 6.529 -2.496 -0.260
O 1.078 6.067 -1.406 -0.355
C 1.519 7.043 -0.561 0.751
O 2.181 6.911 0.452 -0.567
O 1.154 8.143 -1.100 -0.351
H -0.763 8.261 -1.859 0.255
H 0.533 8.624 -3.097 0.296
H 0.888 6.303 -3.399 0.223
H -0.538 5.858 -2.464 0.236
C 4.178 5.257 7.445 -0.268
C 3.667 5.845 6.202 -0.310
O 3.339 4.675 5.529 -0.301
C 2.799 3.814 6.359 0.710
O 1.978 2.948 6.076 -0.568
O 3.328 4.129 7.587 -0.338
H 4.082 5.861 8.347 0.308
H 5.189 4.953 7.175 0.241
H 4.460 6.379 5.678 0.290
H 2.878 6.570 6.399 0.235
C -2.984 1.218 -10.716 -1.044
C -3.983 0.517 -9.726 -0.224
O -3.520 0.772 -8.348 -0.365
C -2.468 0.212 -7.727 0.786
O -1.616 -0.561 -8.075 -0.571
O -2.514 0.625 -6.476 -0.302
C -3.332 1.608 -5.892 -0.586
H -1.949 0.921 -10.547 0.310
H -3.070 2.305 -10.726 0.287
H -3.135 0.871 -11.738 0.374
H -4.097 -0.542 -9.958 0.303
H -4.966 0.980 -9.809 0.254
H -4.354 1.232 -5.940 0.276
H -3.335 2.563 -6.417 0.272
H -3.091 1.813 -4.849 0.231
C -1.890 10.289 10.237 -1.162
C -1.775 8.933 9.534 -0.225
O -1.991 9.036 8.134 -0.286
C -1.845 8.037 7.301 0.837
O -1.358 6.955 7.609 -0.620
O -2.269 8.415 6.108 -0.321
C -2.198 7.617 4.934 -0.638
H -1.900 10.396 11.322 0.364
H -2.714 10.819 9.760 0.303
H -1.072 10.957 9.968 0.303
H -2.424 8.185 9.989 0.319
H -0.769 8.528 9.636 0.292
H -1.543 8.176 4.266 0.244
H -3.148 7.635 4.400 0.238
H -1.776 6.626 5.101 0.351
C -4.327 -4.668 1.394 -1.049
C -4.629 -5.989 2.016 -0.195
O -4.293 -5.963 3.352 -0.270
C -4.065 -7.156 4.138 0.636
O -4.111 -8.281 3.784 -0.497
O -3.566 -6.738 5.343 -0.314
C -2.858 -7.659 6.178 -0.551
H -3.261 -4.651 1.169 0.219
H -4.689 -3.890 2.066 0.293
H -4.924 -4.469 0.505 0.363
H -4.113 -6.750 1.431 0.300
H -5.663 -6.290 1.845 0.316
H -3.506 -8.488 6.464 0.301
H -2.545 -7.219 7.126 0.233
H -2.016 -8.074 5.625 0.219
C 4.927 0.307 -5.602 -1.179
C 5.235 0.100 -7.121 -0.227
O 6.524 -0.468 -7.250 -0.276
C 7.139 -0.290 -8.427 0.757
O 6.676 0.363 -9.405 -0.584
O 8.194 -1.109 -8.388 -0.301
C 8.937 -1.258 -9.607 -0.684
H 4.685 -0.632 -5.105 0.278
H 4.063 0.933 -5.383 0.395
H 5.795 0.803 -5.168 0.305
H 5.272 1.114 -7.519 0.293
H 4.482 -0.436 -7.700 0.348
H 9.253 -0.284 -9.979 0.291
H 8.398 -1.783 -10.396 0.296
H 9.903 -1.762 -9.622 0.289
C 1.020 -4.345 -3.715 -1.134
C 1.230 -4.225 -5.211 -0.230
O 2.566 -4.800 -5.483 -0.256
C 3.093 -4.568 -6.648 0.806
O 2.632 -4.126 -7.698 -0.610
O 4.405 -4.924 -6.598 -0.353
C 5.320 -4.939 -7.651 -0.626
H 0.031 -3.935 -3.506 0.376
H 1.721 -3.780 -3.101 0.313
H 0.941 -5.423 -3.578 0.291
H 1.214 -3.189 -5.549 0.345
H 0.416 -4.754 -5.707 0.266
H 5.542 -5.970 -7.927 0.261
H 6.256 -4.439 -7.401 0.222
H 4.866 -4.434 -8.503 0.330
C -7.970 1.503 2.913 -0.436
C -8.488 2.555 1.960 0.321
O -7.309 3.004 1.375 -0.306
C -6.206 2.588 2.104 0.676
O -5.041 2.928 1.942 -0.561
O -6.608 1.803 3.091 -0.296
F -9.080 3.500 2.688 -0.288
H -7.989 0.547 2.389 0.305
H -8.529 1.569 3.846 0.292
H -9.215 2.157 1.252 0.293
C 0.765 1.517 1.535 -0.364
C 0.332 1.227 0.117 0.312
O -0.455 0.106 0.198 -0.319
C 0.055 -0.629 1.237 0.587
O -0.135 -1.733 1.491 -0.465
O 0.832 0.203 2.023 -0.309
F 1.316 0.962 -0.660 -0.291
H 0.007 2.174 1.960 0.285
H 1.778 1.919 1.554 0.277
H -0.169 2.066 -0.366 0.282
```

Summary:
- Structure (SMILES): O=C1OC[C@@H](F)O1.O=C1OC[C@@H](F)O1.CCOC(=O)OC.CCOC(=O)OC.CCOC(=O)OC.CCOC(=O)OC.CCOC(=O)OC.O=C1OCCO1.O=C1OCCO1.O=C1OCCO1.O=C1OCCO1
- HOMO energy: -10.2 eV
- Total charge: 0
- LUMO: -0.04 eV
- Total energy: -113408.8000 eV
- Energy relative to the best compared isomer or geometry (same formula, charge and spin): 125.01 kcal per mole